Record 1
This record from the OMol25 dataset describes C55H41Br2Cl3CrN6O4S as an isolated structure at a distorted geometry. The level of theory is the ωB97M-V functional and the def2-TZVPD basis.

Calculated values
- HOMO energy (spin up / spin down): -9.656 / -9.686 eV
- Multiplicity: 4
- Orbital gap (spin up / spin down): 0.246 / 0.247 Ha
- ΔE to the lowest compared entry with this formula, charge and spin: 0.0 kJ/mol
- Charge: +1
- Max |F|: 0.042 Eh/bohr

Atoms and positions in Å:
Cr -0.867 -0.925 0.512
Br -0.344 -0.636 3.104
C 1.449 0.062 2.839
C 2.115 0.491 3.943
C 3.457 0.960 3.744
C 3.972 0.965 2.475
C 3.271 0.467 1.345
C 3.801 0.419 0.049
C 3.108 -0.131 -0.994
C 1.811 -0.653 -0.785
C 1.212 -0.590 0.417
C 1.945 -0.035 1.509
H 1.672 0.388 4.933
H 4.037 1.324 4.532
H 4.996 1.306 2.233
H 4.817 0.709 -0.153
H 3.620 -0.199 -1.945
H 1.279 -1.065 -1.655
Br -3.975 5.421 -6.002
C -4.824 3.909 -5.241
C -5.537 3.114 -6.123
C -6.201 2.017 -5.581
C -6.138 1.788 -4.188
C -5.404 2.601 -3.366
C -4.740 3.698 -3.904
N -6.863 0.756 -3.610
N -6.445 -0.086 -2.790
C -5.085 -0.369 -2.612
C -4.082 -0.346 -3.509
C -2.734 -0.558 -3.139
C -2.378 -0.777 -1.848
O -1.134 -1.057 -1.419
C -3.456 -0.862 -0.881
N -3.100 -1.171 0.436
C -4.045 -1.306 1.339
C -5.417 -1.089 1.038
C -5.800 -0.816 -0.227
C -4.803 -0.653 -1.245
H -5.547 3.410 -7.164
H -6.828 1.409 -6.178
H -5.403 2.401 -2.316
H -4.243 4.403 -3.276
H -4.246 -0.095 -4.564
H -1.894 -0.520 -3.851
H -3.613 -1.532 2.317
H -6.177 -1.163 1.804
H -6.826 -0.567 -0.457
C 0.935 4.672 3.177
O 1.153 4.349 1.802
C 0.994 5.402 0.931
C 0.761 6.693 1.359
C 0.682 7.748 0.424
C 0.744 7.491 -0.916
C 0.966 6.185 -1.353
C 1.005 5.146 -0.461
N 1.098 3.793 -0.971
C 0.143 2.927 -0.809
C -1.209 3.149 -0.375
C -1.915 4.352 -0.639
C -3.228 4.477 -0.306
C -3.853 3.352 0.299
C -3.210 2.163 0.532
C -1.851 2.055 0.238
O -1.175 1.005 0.522
H -0.140 4.802 3.394
H 1.501 5.525 3.487
H 1.327 3.839 3.686
H 0.641 6.935 2.386
H 0.547 8.755 0.824
H 0.718 8.303 -1.637
H 1.086 5.988 -2.417
H 1.980 3.420 -1.376
H 0.434 1.895 -0.959
H -1.325 5.140 -1.073
H -3.741 5.394 -0.442
H -4.933 3.445 0.515
H -3.684 1.306 1.043
Cl 5.725 -3.828 -2.655
C 4.734 -4.527 -1.398
C 4.078 -3.660 -0.552
C 3.186 -4.208 0.368
C 3.071 -5.577 0.617
C 2.338 -6.195 1.826
C 0.795 -6.107 1.785
N 0.147 -4.982 1.100
C 0.030 -4.902 -0.262
C -0.384 -3.645 -0.549
N -0.572 -2.971 0.650
C -0.203 -3.782 1.617
O 2.804 -5.735 3.107
C 3.080 -4.382 3.390
C 4.426 -3.901 2.867
C 5.527 -4.621 2.500
Cl 5.694 -6.339 2.499
S 6.840 -3.665 1.964
C 5.960 -2.216 2.250
C 4.694 -2.485 2.762
C 3.826 -6.400 -0.229
Cl 3.868 -8.145 -0.060
C 4.626 -5.908 -1.288
H 4.146 -2.595 -0.649
H 2.646 -3.553 1.031
H 2.642 -7.230 1.833
H 0.476 -6.090 2.817
H 0.408 -7.029 1.306
H 0.369 -5.679 -0.968
H -0.513 -3.180 -1.510
H -0.240 -3.520 2.655
H 3.090 -4.334 4.462
H 2.319 -3.670 3.024
H 6.310 -1.181 2.209
H 3.969 -1.700 2.945
H 5.226 -6.583 -1.895

---

Record 2
This record from the OMol25 dataset describes C43H31F3MnN9O2S4 as an isolated structure at a distorted geometry. The level of theory is the ωB97M-V functional and the def2-TZVPD basis.

Calculated values
- HOMO energy (spin up / spin down): -10.550 / -10.543 eV
- Multiplicity: 2
- Orbital gap (spin up / spin down): 0.225 / 0.216 Ha
- ΔE to the lowest compared entry with this formula, charge and spin: 271.3 kJ/mol
- Charge: +1
- Max |F|: 0.042 Eh/bohr

Atoms and positions in Å:
Mn -1.975 0.743 2.479
O -4.497 0.002 8.625
C -4.111 0.161 7.511
S -4.110 -1.122 6.273
C -3.440 -0.121 5.013
C -3.145 1.186 5.309
S -2.525 2.179 4.101
S -3.463 1.729 6.922
S -3.170 -0.658 3.441
C 5.330 -2.482 -4.623
N 5.286 -3.291 -3.438
C 5.052 -2.951 -2.180
N 4.975 -4.025 -1.427
C 5.165 -5.031 -2.313
N 5.354 -4.639 -3.541
C 3.980 -2.019 -5.208
C 3.442 -2.727 -6.278
C 2.203 -2.403 -6.806
C 1.454 -1.375 -6.272
C 1.946 -0.640 -5.198
C 3.228 -0.948 -4.658
C 1.099 0.441 -4.624
N 1.482 1.456 -3.935
N 0.343 2.156 -3.562
C -0.682 1.539 -4.062
O -0.293 0.420 -4.759
C -2.127 1.895 -3.856
C -3.157 1.274 -4.571
C -4.497 1.586 -4.281
C -4.812 2.500 -3.267
C -3.793 3.133 -2.570
C -4.090 4.032 -1.367
N -3.951 3.254 -0.142
C -2.839 2.825 0.431
N -3.188 1.894 1.343
C -4.528 1.856 1.281
N -5.018 2.646 0.404
C -2.454 2.839 -2.883
H 5.838 -3.101 -5.358
H 5.953 -1.618 -4.392
H 4.963 -1.927 -1.853
H 5.175 -6.074 -2.040
H 4.005 -3.551 -6.700
H 1.816 -2.967 -7.644
H 0.484 -1.136 -6.686
H 3.611 -0.363 -3.830
H -2.918 0.550 -5.338
H -5.291 1.103 -4.834
H -5.846 2.709 -3.024
H -5.102 4.425 -1.364
H -3.387 4.863 -1.326
H -1.843 3.148 0.180
H -5.130 1.215 1.903
H -1.639 3.325 -2.358
C 3.863 -1.421 6.074
C 2.727 -2.037 6.580
C 1.493 -1.801 5.997
C 1.368 -0.931 4.913
C 2.521 -0.337 4.398
C 3.757 -0.578 4.976
C 0.025 -0.719 4.334
C -0.416 0.315 3.615
C 0.252 1.609 3.369
C 0.102 2.188 2.108
C 0.492 3.506 1.848
C 1.048 4.250 2.866
C 1.194 3.686 4.138
C 0.789 2.396 4.399
H 4.830 -1.609 6.522
H 2.804 -2.708 7.426
H 0.608 -2.290 6.390
H 2.456 0.295 3.523
H 4.643 -0.117 4.561
H -0.672 -1.528 4.546
H -0.241 1.579 1.271
H 0.392 3.925 0.854
H 1.378 5.264 2.686
H 1.629 4.278 4.933
H 0.878 1.980 5.394
F -1.740 -3.664 -2.660
C -0.574 -3.194 -2.191
F 0.063 -2.598 -3.216
F 0.139 -4.217 -1.775
C -0.819 -2.237 -1.081
C -1.241 -0.967 -1.372
C -1.520 -0.128 -0.337
N -1.401 -0.480 0.949
C -0.964 -1.707 1.226
C -0.663 -2.618 0.242
H -1.356 -0.631 -2.395
H -1.861 0.879 -0.539
H -0.840 -1.947 2.270
H -0.309 -3.605 0.505

---

Record 3
This record from the OMol25 dataset describes a 7-piece molecular cluster, C40H90ClN9O7PS overall at a distorted geometry. The level of theory is the ωB97M-V functional and the def2-TZVPD basis.

Calculated values
- HOMO energy: -10.411 eV
- Multiplicity: 1
- Orbital gap: 0.279 Ha
- Charge: +1
- Max |F|: 0.042 Eh/bohr

Atoms and positions in Å:
C 2.883 -0.787 -1.801
C 1.421 -1.008 -2.251
C 0.776 0.375 -2.472
C 0.233 0.873 -1.094
P -0.686 0.306 -3.571
C -1.220 1.997 -3.981
C -0.346 2.749 -4.999
C 0.856 3.459 -4.365
Cl 2.410 2.667 -4.772
C -0.442 -0.771 -5.017
C 0.774 -0.414 -5.902
S 1.488 -1.855 -6.750
C 2.124 -2.757 -5.393
N 3.227 -2.462 -4.803
N 3.376 -3.374 -3.792
C 2.380 -4.159 -3.828
O 1.540 -3.829 -4.838
C -2.014 -0.441 -2.614
C -3.179 0.236 -2.320
C -4.130 -0.439 -1.612
N -4.060 -1.669 -1.143
C -2.934 -2.322 -1.428
C -1.941 -1.733 -2.158
H 3.316 -0.038 -2.463
H 3.466 -1.700 -1.833
H 2.873 -0.372 -0.794
H 0.935 -1.520 -1.422
H 1.361 -1.668 -3.116
H 1.503 1.114 -2.800
H 0.980 1.441 -0.547
H -0.082 0.043 -0.467
H -0.648 1.506 -1.226
H -1.228 2.548 -3.040
H -2.249 1.945 -4.337
H -0.968 3.549 -5.400
H -0.057 2.146 -5.854
H 0.911 4.453 -4.794
H 0.728 3.606 -3.296
H -1.359 -0.786 -5.608
H -0.303 -1.789 -4.650
H 0.416 0.203 -6.725
H 1.536 0.165 -5.385
H 2.195 -4.975 -3.157
H -3.337 1.252 -2.639
H -5.053 0.101 -1.417
H -2.834 -3.336 -1.067
H -1.056 -2.320 -2.382
C -2.555 8.731 -2.935
C -1.129 8.190 -2.940
C -0.807 7.310 -4.157
O -1.350 5.996 -4.098
C -2.712 5.899 -4.485
N -0.883 7.492 -1.674
H -3.283 7.975 -2.639
H -2.642 9.552 -2.225
H -2.837 9.111 -3.919
H -0.456 9.051 -2.984
H 0.277 7.173 -4.195
H -1.096 7.800 -5.094
H -2.959 6.603 -5.282
H -3.373 6.055 -3.630
H -2.882 4.884 -4.853
H 0.097 7.224 -1.626
H -1.378 6.605 -1.711
C 1.605 1.640 5.229
C 2.437 1.028 4.106
C 2.134 1.611 2.721
O 0.924 1.138 2.140
C -0.246 1.801 2.586
N 2.266 -0.427 4.120
H 0.582 1.263 5.241
H 2.045 1.396 6.196
H 1.569 2.729 5.145
H 3.485 1.247 4.324
H 2.930 1.287 2.042
H 2.155 2.708 2.728
H -0.062 2.861 2.783
H -0.652 1.321 3.479
H -0.997 1.718 1.797
H 2.899 -0.836 3.437
H 1.342 -0.628 3.744
C 1.851 -5.844 4.942
C 1.010 -4.962 5.860
C -0.293 -4.468 5.215
O -0.122 -3.413 4.284
C 0.276 -3.821 2.991
N 1.840 -3.853 6.343
H 2.388 -5.264 4.191
H 2.600 -6.383 5.522
H 1.232 -6.583 4.428
H 0.727 -5.571 6.723
H -0.926 -4.057 6.005
H -0.854 -5.296 4.760
H -0.165 -4.780 2.713
H 1.366 -3.874 2.923
H -0.063 -3.064 2.281
H 1.319 -3.325 7.038
H 1.959 -3.193 5.578
C -1.144 -8.671 0.021
C -2.184 -7.629 0.422
C -2.275 -6.442 -0.549
O -1.223 -5.489 -0.437
C -0.029 -5.842 -1.109
N -1.913 -7.198 1.796
H -0.128 -8.348 0.247
H -1.312 -9.598 0.567
H -1.203 -8.897 -1.046
H -3.159 -8.122 0.411
H -3.189 -5.888 -0.316
H -2.369 -6.784 -1.588
H -0.229 -6.393 -2.032
H 0.628 -6.426 -0.461
H 0.494 -4.915 -1.359
H -2.663 -6.585 2.108
H -1.097 -6.594 1.771
C -7.585 3.909 1.881
C -6.743 2.642 1.766
C -5.403 2.856 1.046
O -5.497 2.970 -0.366
C -5.864 4.256 -0.838
N -7.548 1.594 1.131
H -8.077 4.164 0.943
H -8.370 3.771 2.624
H -6.977 4.761 2.193
H -6.508 2.315 2.782
H -4.783 1.972 1.223
H -4.858 3.713 1.462
H -5.453 5.051 -0.211
H -6.948 4.355 -0.903
H -5.462 4.366 -1.847
H -7.032 0.718 1.150
H -7.619 1.816 0.141
C 8.695 -0.260 3.263
C 7.301 -0.852 3.447
C 6.194 -0.052 2.743
O 5.815 1.144 3.401
C 6.659 2.257 3.155
N 7.038 -1.012 4.880
H 8.859 0.612 3.895
H 9.452 -0.995 3.533
H 8.867 0.032 2.225
H 7.310 -1.848 2.995
H 5.292 -0.672 2.729
H 6.453 0.154 1.695
H 7.055 2.248 2.136
H 7.479 2.293 3.874
H 6.062 3.160 3.290
H 6.158 -1.504 5.007
H 6.859 -0.088 5.265

---

Record 4
This record from the OMol25 dataset describes an isolated ion of composition C7H13N2O and charge +1 at a distorted geometry. The level of theory is the ωB97M-V functional and the def2-TZVPD basis.

Calculated values
- HOMO energy: -12.889 eV
- Multiplicity: 1
- Orbital gap: 0.336 Ha
- ΔE to the lowest compared entry with this formula, charge and spin: 595.9 kJ/mol
- Charge: +1
- Max |F|: 0.057 Eh/bohr

Atoms and positions in Å:
C -1.079 -0.676 0.614
C -2.356 1.264 1.304
C 1.206 0.268 -1.039
C 1.021 1.401 0.005
C 0.168 -1.173 0.675
C -0.928 1.640 1.245
C 0.579 -2.025 -1.565
N -1.345 0.288 1.575
N 1.050 -1.155 -0.457
O -0.280 1.932 0.088
H -1.762 -0.909 -0.297
H -2.892 1.392 2.198
H -2.758 1.090 0.377
H 0.541 0.248 -1.818
H 2.165 0.201 -1.518
H 1.566 1.050 0.949
H 1.599 2.235 -0.161
H 0.750 -0.981 1.508
H -0.468 2.261 1.927
H -0.455 -1.844 -1.936
H 1.246 -1.889 -2.538
H 0.500 -3.016 -1.046
H 1.932 -1.602 -0.089

---

Looking at E for the records above, in order, we have -10721.028041 -5343.609107 -3796.932823 -458.846978 Ha.